# 1
Below is a cluster of 2 separate species, BrH2NO2P in total at a distorted geometry, with properties calculated with the ωB97M-V functional and the def2-TZVPD basis.

Calculated values
- Gap between HOMO and LUMO (spin up / spin down): 6.9 / 6.9 eV
- ΔE to the lowest compared entry with this formula, charge and spin: 6.8640 eV
- E_HOMO (spin up / spin down): -0.1647 / -0.1647 Ha

The geometry in ORCA input format:
```
! wB97M-V def2-TZVPD RIJCOSX def2/J DEFGRID3
* xyz -1 1
N 0.8612 0.1901 0.6543
O 0.4422 0.7691 -1.8392
O -2.6345 0.5755 0.4102
P -0.1297 0.0169 -0.6621
Br 0.4504 -2.1590 -1.0663
H 0.6336 -0.4353 1.4083
H 0.3768 1.0427 1.0947
*
```

# 2
Below is a structure of composition BrH2O at a distorted geometry, with properties calculated with the ωB97M-V functional and the def2-TZVPD basis.

Calculated values
- Gap between HOMO and LUMO: 8.1 eV
- E_HOMO: -0.1301 Ha

The geometry in ORCA input format:
```
! wB97M-V def2-TZVPD RIJCOSX def2/J DEFGRID3
* xyz -1 1
O 0.7790 0.4248 -0.2212
H -0.1009 0.0759 -0.4900
H 0.8735 0.1596 0.7217
Br -1.5516 -0.6603 -0.0105
*
```

# 3
Below is a cluster of 2 separate species, BrH2O2PS in total at a distorted geometry, with properties calculated with the ωB97M-V functional and the def2-TZVPD basis.

Calculated values
- Gap between HOMO and LUMO (spin up / spin down): 6.8 / 6.8 eV
- ΔE to the lowest compared entry with this formula, charge and spin: 3.9981 eV
- E_HOMO (spin up / spin down): -0.3675 / -0.3676 Ha

The geometry in ORCA input format:
```
! wB97M-V def2-TZVPD RIJCOSX def2/J DEFGRID3
* xyz 0 1
O -0.7384 -0.3545 -1.0561
O 1.4692 -1.2079 0.0377
P -0.4054 0.8440 -0.2184
S -0.7312 2.5673 -0.9012
Br -1.3414 0.4404 1.7626
H 0.0106 -1.1269 -0.5621
H 1.7366 -1.1623 0.9375
*
```